(1)
ORCA calculation (ωB97M-V/def2-TZVPD) on a cluster of 9 separate species, C26H70O10 in total at a distorted geometry.

The geometry in XYZ format:
```
106
Properties=species:S:1:pos:R:3:mulliken_charge:R:1
C -4.23 -1.84 1.19 -0.75
C -5.28 -2.90 0.89 0.41
C -6.46 -2.98 1.85 -1.34
O -5.72 -2.77 -0.46 -0.56
H -4.60 -0.84 0.99 0.45
H -3.37 -2.02 0.54 0.01
H -3.98 -1.85 2.25 0.29
H -4.78 -3.88 0.98 0.16
H -6.91 -1.99 1.97 0.31
H -6.11 -3.27 2.84 0.31
H -7.18 -3.71 1.49 0.37
H -5.99 -3.65 -0.71 0.36
C 0.06 1.13 -0.76 -0.81
C -0.63 -0.13 -0.33 0.75
C -0.03 -1.36 -1.00 -1.16
O -0.67 -0.30 1.03 1.15
H 1.14 1.01 -0.68 -0.25
H -0.15 1.98 -0.10 -0.33
H -0.19 1.42 -1.78 0.74
H -1.66 -0.01 -0.67 0.36
H -0.27 -1.29 -2.06 0.70
H -0.55 -2.26 -0.67 0.36
H 1.03 -1.47 -0.76 -0.32
H 0.19 -0.50 1.40 -0.70
C 4.36 -0.86 -0.09 -1.13
C 4.53 -0.52 -1.59 0.39
C 3.38 0.34 -2.18 -0.97
O 5.75 0.15 -1.73 -0.61
H 3.39 -1.21 0.26 0.03
H 4.59 -0.02 0.57 0.47
H 5.12 -1.60 0.15 0.35
H 4.69 -1.42 -2.19 0.24
H 3.59 0.74 -3.18 0.37
H 3.27 1.19 -1.50 0.36
H 2.47 -0.25 -2.18 0.18
H 5.66 1.04 -1.37 0.40
C -2.11 -4.96 3.92 -1.37
C -1.34 -4.65 2.62 0.40
C -0.74 -3.24 2.44 0.44
O -0.25 -5.56 2.54 -0.60
H -1.52 -4.72 4.81 0.38
H -2.44 -6.00 3.87 0.37
H -3.03 -4.38 3.99 0.28
H -2.04 -4.87 1.82 0.17
H -1.41 -2.62 1.86 -0.27
H 0.19 -3.18 1.89 -0.43
H -0.51 -2.83 3.43 0.24
H 0.39 -5.40 3.24 0.34
C 1.41 1.77 2.79 -0.83
C 1.72 0.48 3.47 0.18
C 0.55 0.05 4.37 -1.11
O 1.76 -0.56 2.46 -0.49
H 2.16 2.07 2.06 0.30
H 1.27 2.52 3.58 0.46
H 0.46 1.73 2.25 -0.26
H 2.62 0.40 4.09 0.47
H -0.38 0.05 3.79 0.07
H 0.43 0.67 5.26 0.44
H 0.79 -0.96 4.69 0.36
H 2.24 -1.30 2.84 0.23
C -1.87 6.13 -2.35 -1.26
C -0.48 5.86 -1.80 0.30
C -0.44 4.44 -1.31 -0.76
O 0.52 5.92 -2.76 -0.52
H -2.60 5.90 -1.58 0.38
H -1.86 5.41 -3.18 0.30
H -2.03 7.17 -2.65 0.31
H -0.12 6.51 -1.00 0.38
H 0.30 4.30 -0.51 0.29
H -0.12 3.71 -2.06 -0.06
H -1.42 4.08 -0.99 0.35
H 0.32 5.39 -3.54 0.28
C 2.22 -4.02 -2.36 -1.23
C 3.13 -4.27 -1.20 0.88
C 2.31 -4.50 0.09 -1.09
O 3.70 -5.54 -1.49 -0.59
H 1.46 -4.79 -2.47 0.42
H 2.72 -3.91 -3.32 0.35
H 1.61 -3.14 -2.16 0.15
H 3.86 -3.48 -1.01 0.02
H 2.92 -4.94 0.88 0.47
H 1.51 -5.23 -0.09 0.34
H 1.89 -3.60 0.53 -0.17
H 4.26 -5.80 -0.75 0.36
C 2.54 4.16 -6.45 -1.40
C 1.43 3.64 -5.56 0.59
C 2.08 3.20 -4.22 -0.64
O 0.60 4.76 -5.28 -0.57
H 3.02 3.28 -6.88 0.36
H 3.33 4.79 -6.04 0.31
H 2.18 4.77 -7.28 0.42
H 0.79 2.89 -6.03 0.24
H 2.76 2.37 -4.40 0.29
H 1.38 2.85 -3.46 -0.16
H 2.63 3.96 -3.67 0.38
H 0.30 5.14 -6.11 0.25
C -2.34 2.33 2.79 0.49
C -3.47 3.15 3.40 -0.79
O -3.73 2.72 4.73 -0.57
O -2.79 1.02 2.59 -0.48
H -1.51 2.33 3.50 0.10
H -2.07 2.75 1.82 -0.09
H -4.42 3.07 2.88 0.37
H -3.21 4.21 3.41 0.32
H -3.95 1.79 4.76 0.32
H -2.06 0.59 2.13 0.05
```

Summary:
Energy relative to the best compared isomer or geometry (same formula, charge and spin) ... 20.6 kcal per mole
Total energy ... -48570.22639 eV
SMILES ... CC(C)O.CC(C)O.CC(C)O.CC(C)O.CC(C)O.CC(C)O.CC(C)O.CC(C)O.OCCO
LUMO level ... 0.26 eV

(2)
ORCA calculation (ωB97M-V/def2-TZVPD) on a cluster of 10 separate species, C13H46N10O10 in total at a distorted geometry.

The geometry in XYZ format:
```
79
Properties=species:S:1:pos:R:3:mulliken_charge:R:1
C 2.31 -2.07 -1.87 -0.56
C 1.84 -3.23 -1.05 -0.56
O 0.73 -3.03 -0.20 -0.70
H 2.69 -1.17 -1.43 0.33
H 1.49 -1.62 -2.39 -0.22
H 2.92 -2.32 -2.76 0.36
H 2.64 -3.81 -0.51 0.34
H 1.50 -3.94 -1.80 0.58
H 0.78 -3.61 0.60 0.30
C -2.43 -2.39 0.57 -0.42
C -3.34 -1.29 -0.06 -0.16
O -3.69 -1.46 -1.38 -0.62
H -1.48 -2.48 0.06 -0.33
H -3.02 -3.31 0.71 0.33
H -2.04 -2.15 1.53 0.31
H -2.85 -0.32 -0.03 -0.01
H -4.26 -1.10 0.49 0.50
H -4.41 -0.80 -1.54 0.35
C 1.32 4.14 -0.68 -1.26
C 0.86 3.53 -2.02 -0.25
O -0.16 2.64 -1.60 -0.40
H 0.50 4.54 -0.18 0.35
H 2.06 4.86 -0.98 0.47
H 1.93 3.37 -0.14 0.20
H 1.69 3.05 -2.41 0.41
H 0.39 4.41 -2.58 0.31
H -0.39 2.21 -2.45 0.21
C -1.06 -2.97 -3.66 0.54
O 0.15 -3.41 -4.21 -0.74
N -1.30 -2.66 -2.41 0.16
N -2.16 -3.28 -4.25 -0.45
H -0.56 -2.71 -1.68 -0.21
H -2.15 -2.15 -2.06 0.21
H -1.96 -3.67 -5.17 0.29
H -2.80 -2.51 -4.27 0.31
C -1.60 0.38 -4.17 0.54
O -2.71 -0.49 -4.12 -0.71
N -1.29 1.13 -5.19 -0.39
N -0.64 0.22 -3.32 0.02
H -1.98 1.20 -5.99 0.29
H -0.53 1.87 -5.11 0.20
H -0.86 -0.56 -2.63 -0.71
H 0.41 0.36 -3.53 0.37
C -3.43 1.59 2.12 0.72
O -3.53 0.24 2.42 -0.64
N -2.41 2.36 1.78 -0.23
N -4.53 2.37 2.22 -0.46
H -1.41 2.11 1.73 0.00
H -2.56 3.28 1.36 0.19
H -5.39 1.91 2.29 0.24
H -4.46 3.39 2.35 0.17
C 3.11 -1.62 2.17 0.38
O 3.52 -1.22 0.87 -0.65
N 2.50 -0.93 3.07 -0.17
N 3.36 -2.83 2.65 -0.42
H 2.50 -1.13 4.00 0.22
H 2.43 0.08 2.81 0.32
H 3.81 -3.42 1.92 0.33
H 3.15 -3.20 3.61 0.18
C 3.31 2.00 2.03 0.44
O 3.56 1.86 0.62 -0.65
N 4.12 2.48 2.93 -0.33
N 2.23 1.56 2.66 -0.51
H 5.14 2.75 2.78 0.31
H 3.89 2.37 3.91 0.16
H 1.51 1.30 1.99 0.04
H 2.06 1.73 3.69 0.42
C 0.23 0.05 0.41 1.31
O 0.20 1.42 0.79 0.13
H -0.31 -0.56 1.16 -0.41
H 1.25 -0.25 0.30 0.21
H -0.21 -0.19 -0.57 -0.85
H 0.33 1.94 -0.05 0.05
C -0.22 0.97 3.99 -0.68
O 0.58 1.14 5.12 -0.58
H -1.26 0.88 4.35 0.32
H -0.14 0.03 3.47 0.30
H -0.22 1.83 3.39 0.24
H 0.74 0.30 5.52 0.33
```

Summary:
Energy relative to the best compared isomer or geometry (same formula, charge and spin) ... 163.6 kcal per mole
Total energy ... -49597.83148 eV
SMILES ... NC(N)=O.NC(N)=O.NC(N)=O.NC(N)=O.NC(N)=O.CCO.CCO.CCO.CO.CO
LUMO level ... 0.02 eV

(3)
ORCA calculation (ωB97M-V/def2-TZVPD) on a cluster of 2 separate species, C20H36IN2O8S in total at a distorted geometry.

The geometry in XYZ format:
```
68
Properties=species:S:1:pos:R:3:nbo_charge:R:1
C 4.46 -3.16 -2.42 -0.65
C 4.56 -1.63 -2.79 -0.08
O 4.25 -0.75 -1.70 -0.53
C 2.91 -0.41 -1.66 0.82
O 2.33 -0.67 -0.66 -0.58
C 2.22 0.31 -2.85 -0.52
C 1.09 -0.68 -3.38 -0.41
C -0.11 0.18 -3.92 -0.43
C -1.54 -0.40 -3.67 0.01
S -1.96 -1.22 -5.27 2.11
C -3.52 -2.16 -5.23 -0.88
O -2.10 -0.27 -6.35 -0.91
O -0.88 -2.15 -5.53 -0.93
O -2.32 0.81 -3.43 -0.50
C -2.13 1.06 -2.07 0.97
O -2.45 2.00 -1.49 -0.51
O -1.51 -0.06 -1.45 -0.52
C -1.88 -1.11 -2.35 0.40
N -1.28 -2.42 -2.21 -0.87
C -3.44 -1.35 -2.07 -0.58
C -3.82 -1.21 -0.58 0.50
O -4.83 -0.69 -0.32 -0.47
I -2.61 -1.87 1.08 0.00
H 3.88 -3.28 -1.48 0.23
H 5.49 -3.54 -2.32 0.22
H 3.96 -3.67 -3.26 0.22
H 5.61 -1.42 -3.07 0.20
H 3.95 -1.47 -3.70 0.17
H 2.97 0.56 -3.63 0.23
H 1.78 1.23 -2.40 0.23
H 1.53 -1.21 -4.24 0.23
H 0.84 -1.32 -2.52 0.25
H 0.02 1.22 -3.57 0.23
H 0.02 0.24 -5.03 0.26
H -4.29 -1.72 -4.58 0.25
H -3.31 -3.23 -5.03 0.26
H -3.91 -2.11 -6.27 0.29
H -1.27 -2.76 -1.25 0.40
H -1.66 -3.10 -2.87 0.39
H -4.12 -0.72 -2.66 0.26
H -3.67 -2.40 -2.36 0.25
C 1.98 3.28 6.37 -0.60
C 2.25 2.32 5.20 -0.44
C 1.22 2.43 4.08 -0.21
N 0.26 1.27 3.96 -0.21
C 0.99 -0.02 3.67 -0.40
C -0.62 1.12 5.20 -0.21
C -1.90 1.86 4.85 -0.42
C -2.11 1.44 3.41 -0.43
C -0.72 1.56 2.80 -0.21
H 1.08 3.02 6.91 0.20
H 2.81 3.25 7.07 0.24
H 1.88 4.31 6.01 0.22
H 2.35 1.31 5.59 0.22
H 3.23 2.59 4.79 0.24
H 1.74 2.48 3.11 0.23
H 0.62 3.34 4.18 0.22
H 1.59 -0.29 4.53 0.23
H 1.61 0.13 2.79 0.24
H 0.25 -0.79 3.48 0.23
H -0.82 0.05 5.34 0.22
H -0.11 1.50 6.08 0.24
H -1.76 2.94 4.93 0.22
H -2.73 1.57 5.49 0.25
H -2.83 2.07 2.89 0.26
H -2.46 0.41 3.35 0.22
H -0.53 2.56 2.44 0.23
H -0.55 0.84 2.00 0.25
```

Summary:
Total energy ... -59611.51733 eV
LUMO level ... -2.45 eV
Total charge ... +1

(4)
ORCA calculation (ωB97M-V/def2-TZVPD) on a cluster of 3 separate species, C4H14NO3 in total at a distorted geometry.

The geometry in XYZ format:
```
22
Properties=species:S:1:pos:R:3:nbo_charge:R:1
C -1.52 -0.42 -2.33 -0.62
C -1.23 -0.64 -0.79 -0.21
N -0.03 0.08 -0.32 -0.70
C 0.57 -0.59 0.87 -0.28
C -0.23 -0.07 2.29 -0.01
O -0.64 1.17 2.06 -0.94
H -2.36 -1.12 -2.53 0.19
H -1.95 0.52 -2.66 0.20
H -0.66 -0.60 -2.95 0.20
H -1.09 -1.76 -0.64 0.17
H -2.11 -0.34 -0.26 0.18
H -0.27 1.03 -0.12 0.40
H 0.60 -1.69 0.89 0.16
H 1.63 -0.31 0.78 0.17
H 0.66 0.04 3.09 0.08
H -0.92 -0.76 2.65 0.11
H 0.56 2.23 2.02 0.51
H 2.08 2.56 1.81 0.44
O 1.32 2.86 2.24 -1.02
H 1.48 -1.34 -2.25 0.46
H 1.85 -0.13 -1.58 0.50
O 2.25 -0.71 -2.26 -0.97
```

Summary:
Energy relative to the best compared isomer or geometry (same formula, charge and spin) ... 42.6 kcal per mole
Total energy ... -12007.04911 eV
LUMO level ... 3.65 eV
Total charge ... -1

(5)
ORCA calculation (ωB97M-V/def2-TZVPD) on the molecule C5H11NO.

The geometry in XYZ format:
```
18
Properties=species:S:1:pos:R:3:nbo_charge:R:1
C -2.08 -0.15 -0.72 -0.61
C -1.54 0.91 0.24 -0.41
C -0.62 0.32 1.31 -0.21
N 0.50 -0.45 0.79 -0.62
C 1.52 0.19 0.16 0.67
O 1.50 1.40 -0.02 -0.64
C 2.71 -0.64 -0.29 -0.71
H -2.93 0.24 -1.30 0.21
H -1.31 -0.47 -1.43 0.21
H -2.42 -1.03 -0.18 0.19
H -0.99 1.68 -0.31 0.23
H -2.36 1.42 0.76 0.20
H -0.22 1.13 1.92 0.21
H -1.21 -0.34 1.97 0.19
H 0.53 -1.45 0.90 0.40
H 2.84 -0.49 -1.36 0.24
H 2.64 -1.71 -0.08 0.21
H 3.59 -0.23 0.20 0.24
```

Summary:
Energy relative to the best compared isomer or geometry (same formula, charge and spin) ... 1.6 kcal per mole
Total energy ... -8901.62824 eV
SMILES ... CCCNC(C)=O
LUMO level ... 0.87 eV

(6)
ORCA calculation (ωB97M-V/def2-TZVPD) on a cluster of 10 separate species, C40H61NO27 in total at a distorted geometry.

The geometry in XYZ format:
```
129
Properties=species:S:1:pos:R:3:mulliken_charge:R:1
C -2.20 -2.79 3.50 -0.62
C -2.20 -4.22 4.04 0.37
C -2.00 -5.27 2.89 -0.26
O -0.79 -5.87 3.23 -0.32
C -0.34 -5.42 4.34 0.72
O 0.61 -5.84 4.93 -0.60
O -1.15 -4.53 4.91 -0.35
H -3.10 -2.68 2.89 0.40
H -1.37 -2.51 2.87 -0.17
H -2.31 -2.08 4.34 0.31
H -3.21 -4.31 4.53 0.39
H -1.97 -4.79 1.95 -0.05
H -2.78 -6.06 2.83 0.31
C 3.33 0.36 -7.22 -1.32
C 2.43 1.33 -6.43 0.32
C 1.32 0.72 -5.56 -0.34
O 1.73 1.10 -4.24 0.42
C 2.88 1.86 -4.20 0.20
O 3.38 2.22 -3.12 -0.49
O 3.29 2.02 -5.49 -0.41
H 2.63 -0.10 -7.90 0.38
H 3.84 -0.42 -6.58 0.28
H 4.06 0.78 -7.93 0.38
H 2.05 2.19 -7.08 0.29
H 1.17 -0.32 -5.61 0.02
H 0.38 1.24 -5.73 0.30
C -0.05 -0.87 5.56 -0.69
C 1.41 -1.41 5.45 0.06
C 1.63 -2.39 4.32 0.55
O 2.64 -1.80 3.43 -0.30
C 2.95 -0.62 3.94 0.58
O 3.81 0.10 3.43 -0.63
O 2.19 -0.30 4.99 -0.34
H -0.21 0.05 6.17 0.48
H -0.65 -1.63 6.08 0.48
H -0.49 -0.73 4.50 -0.39
H 1.73 -1.76 6.42 0.37
H 0.78 -2.45 3.64 -0.59
H 1.88 -3.40 4.60 0.53
C -3.10 0.35 -0.46 -0.88
C -4.07 -0.43 0.36 1.07
C -4.38 0.17 1.74 -0.07
O -5.75 -0.10 1.95 -0.43
C -6.26 -0.52 0.71 0.41
O -7.42 -0.72 0.45 -0.57
O -5.32 -0.52 -0.23 -0.51
H -2.02 0.26 -0.13 -0.51
H -3.48 1.35 -0.46 0.73
H -3.18 -0.03 -1.51 0.32
H -3.72 -1.45 0.40 0.11
H -4.31 1.24 1.66 0.51
H -3.79 -0.24 2.61 -0.11
C 3.63 -0.20 -0.70 -1.74
C 2.35 0.58 -0.38 2.22
C 1.17 0.14 -1.19 1.49
O 0.14 -0.05 -0.28 1.32
C 0.63 -0.13 0.97 -0.46
O 0.01 -0.37 1.98 -0.07
O 1.95 0.22 0.92 -0.42
H 4.46 0.32 -0.18 0.51
H 3.80 -0.19 -1.78 0.23
H 3.70 -1.23 -0.42 0.35
H 2.45 1.61 -0.36 -1.29
H 1.40 -0.79 -1.73 -1.45
H 0.86 0.98 -1.83 -0.39
C 3.52 4.34 1.66 -1.14
C 2.77 5.05 0.50 0.26
C 3.21 4.56 -0.90 -0.82
O 2.02 4.01 -1.48 -0.23
C 1.10 3.96 -0.52 0.32
O -0.03 3.49 -0.68 -0.48
O 1.46 4.51 0.56 -0.29
H 3.37 4.89 2.61 0.36
H 4.56 4.24 1.46 0.42
H 3.19 3.34 1.70 0.11
H 2.71 6.06 0.62 0.57
H 4.04 3.89 -0.97 0.28
H 3.53 5.42 -1.43 0.47
C 0.58 2.40 3.97 -1.81
C -0.49 3.06 3.02 1.68
C -1.70 2.12 2.74 1.05
O -2.75 2.91 3.19 -0.38
C -2.31 3.99 3.81 0.44
O -3.08 4.80 4.29 -0.66
O -1.06 4.12 3.77 -0.39
H 0.21 2.16 4.93 0.39
H 1.40 3.09 4.15 0.39
H 1.07 1.52 3.58 0.25
H 0.00 3.45 2.12 -0.54
H -1.55 1.22 3.40 -0.51
H -1.89 1.85 1.68 -0.18
C -1.57 2.56 -2.97 -0.28
C -2.60 3.55 -3.56 0.30
C -4.05 3.17 -3.58 -0.46
O -4.75 4.32 -3.20 -0.37
C -3.86 5.22 -2.79 0.61
O -4.17 6.29 -2.28 -0.59
O -2.64 4.72 -2.75 -0.28
H -1.60 1.57 -3.38 0.31
H -1.77 2.37 -1.89 -0.37
H -0.58 2.98 -3.05 0.19
H -2.37 3.79 -4.58 0.33
H -4.43 2.38 -2.92 0.21
H -4.40 2.81 -4.50 0.35
C 2.29 -5.00 1.52 -1.65
C 1.64 -3.69 0.96 1.08
C 1.62 -3.56 -0.64 -0.50
O 0.31 -3.12 -1.00 -0.16
C -0.44 -3.11 0.17 -0.14
O -1.54 -2.57 0.21 -0.50
O 0.24 -3.65 1.19 -0.01
H 3.42 -4.82 1.44 0.32
H 2.03 -5.83 0.83 0.46
H 2.01 -5.20 2.49 0.36
H 2.11 -2.76 1.39 -0.38
H 1.85 -4.54 -1.04 0.56
H 2.42 -2.92 -1.04 0.27
C -1.00 -1.52 -3.50 0.67
C -0.60 -2.59 -4.51 -1.11
C 0.65 -3.39 -4.04 -0.16
C 1.86 -2.59 -4.00 0.20
N 2.72 -1.87 -3.96 -0.45
H -0.30 -0.71 -3.47 -0.57
H -1.06 -1.93 -2.42 -0.34
H -1.99 -1.13 -3.73 0.49
H -0.53 -2.07 -5.50 0.33
H -1.36 -3.29 -4.54 0.52
H 0.85 -4.15 -4.77 0.55
H 0.58 -3.90 -3.09 0.02
```

Summary:
Energy relative to the best compared isomer or geometry (same formula, charge and spin) ... 0.0 kcal per mole
Total energy ... -99241.45253 eV
SMILES ... C[C@H]1COC(=O)O1.C[C@H]1COC(=O)O1.C[C@H]1COC(=O)O1.C[C@H]1COC(=O)O1.C[C@H]1COC(=O)O1.C[C@H]1COC(=O)O1.C[C@H]1COC(=O)O1.C[C@H]1COC(=O)O1.C[C@H]1COC(=O)O1.CCCC#N
LUMO level ... -0.04 eV

(7)
ORCA calculation (ωB97M-V/def2-TZVPD) on the molecule C14H20N4O5 at a distorted geometry.

The geometry in XYZ format:
```
43
Properties=species:S:1:pos:R:3:nbo_charge:R:1
O -0.18 1.56 -1.01 -0.61
O 5.74 -1.32 0.35 -0.59
O -3.38 -0.08 2.40 -0.49
N -1.77 2.86 1.52 -0.10
N -3.29 2.63 3.16 -0.46
O 3.68 -1.80 1.08 -0.70
O -1.94 4.16 2.07 -0.30
C 0.26 0.76 -0.15 0.71
C 4.57 -1.12 0.27 0.79
C -2.71 0.60 1.61 0.54
C -2.53 2.03 2.12 0.21
C -2.92 3.92 3.11 0.53
N 2.61 0.19 -0.92 -0.67
N -0.56 -0.08 0.57 -0.45
C -3.50 4.84 4.05 -0.69
C 1.80 0.74 0.17 -0.30
C 4.60 -0.41 -2.33 -0.58
C 4.82 1.24 -0.62 -0.62
C -0.07 -1.44 0.74 -0.22
C -1.19 -2.30 0.08 -0.42
C 4.10 -0.09 -0.82 0.04
C -2.39 -1.39 -0.14 -0.41
C -1.99 0.05 0.34 -0.14
H 4.19 -2.45 1.63 0.50
H 2.30 0.48 -1.87 0.39
H -3.80 5.72 3.48 0.24
H -2.65 5.05 4.69 0.25
H -4.34 4.59 4.67 0.26
H 2.05 1.75 0.44 0.19
H 2.01 0.17 1.05 0.20
H 5.70 -0.36 -2.47 0.23
H 4.25 -1.40 -2.60 0.21
H 4.00 0.41 -2.90 0.21
H 4.49 1.68 0.34 0.21
H 4.51 1.97 -1.36 0.22
H 5.93 1.03 -0.74 0.23
H 0.90 -1.66 0.27 0.24
H -0.05 -1.67 1.82 0.19
H -1.45 -3.16 0.69 0.22
H -0.86 -2.62 -0.92 0.21
H -2.71 -1.39 -1.22 0.22
H -3.20 -1.69 0.56 0.24
H -2.26 0.76 -0.46 0.27
```

Summary:
Energy relative to the best compared isomer or geometry (same formula, charge and spin) ... 0.0 kcal per mole
Total energy ... -31037.38141 eV
SMILES ... Cc1nc(C(=O)[C@@H]2CCCN2C(=O)CNC(C)(C)C(=O)O)no1
LUMO level ... 0.09 eV

(8)
ORCA calculation (ωB97M-V/def2-TZVPD) on a structure of composition C4H7NO at a distorted geometry.

The geometry in XYZ format:
```
13
Properties=species:S:1:pos:R:3:nbo_charge:R:1
C 1.19 0.72 0.15 -0.66
C 0.40 -0.31 -0.68 0.05
C -0.51 -1.27 0.11 -0.27
N -1.43 -0.36 0.79 -0.41
C -1.41 0.74 0.23 0.34
O -0.56 0.48 -1.32 -0.58
H 0.85 1.71 -0.20 0.23
H 1.00 0.66 1.23 0.21
H 2.26 0.68 -0.02 0.22
H 1.08 -0.94 -1.28 0.20
H -1.08 -1.92 -0.57 0.22
H -0.02 -1.88 0.87 0.21
H -1.77 1.69 0.68 0.23
```

Summary:
Energy relative to the best compared isomer or geometry (same formula, charge and spin) ... 79.7 kcal per mole
Total energy ... -7796.19018 eV
LUMO level ... 1.08 eV

| no. | M (g mol⁻¹) | orbital gap (hartree) |
| --- | --- | --- |
| 1 | 542.84 | 0.3603 |
| 2 | 502.57 | 0.3006 |
| 3 | 591.49 | 0.3526 |
| 4 | 124.16 | 0.2563 |
| 5 | 101.15 | 0.3849 |
| 6 | 987.91 | 0.3669 |
| 7 | 324.34 | 0.3248 |
| 8 | 85.11 | 0.3988 |